# 1
This record from OMol25 describes a molecular structure, C34H44LuN4O. The level of theory is wB97M-V/def2-TZVPD.

Properties
* total charge: -1
* 2S+1: 1
* LUMO energy (spin up / spin down): 0.06967 / 0.06973 Eh
* F_max: 0.083 Eh/bohr

Last column: Mulliken charge in e.
Cartesian coordinates (Å):
Lu -0.42968 0.45797 -0.17697  1.31
N -3.06535 1.80694 4.45515  -0.73
N -0.37903 2.77145 -1.30535  -0.78
C -0.93375 -2.07536 -1.03028  0.85
C -2.20305 -1.54480 -0.68054  -0.30
C -2.40176 -1.77475 0.73234  1.07
C -3.55794 -1.53894 1.48099  -1.78
H -4.44404 -1.12177 0.98394  0.16
H -3.33870 -0.19968 2.62620  0.10
H -3.64327 -1.97796 2.48326  0.60
C -1.13287 -2.20337 1.26309  0.25
C -0.83137 -2.33164 2.69955  -1.55
H -1.27307 -3.23527 3.15366  0.33
H -1.23372 -1.47350 3.26136  0.26
H 0.25118 -2.36473 2.88921  0.24
C -0.29231 -2.51367 0.17874  0.72
C 0.98579 -3.25538 0.29126  -1.61
H 1.64646 -2.76548 1.02435  0.15
H 1.52208 -3.29509 -0.66654  0.37
H 0.85305 -4.30099 0.63200  0.30
C -3.23357 -1.00231 -1.59578  -1.16
H -3.87499 -1.78591 -2.03956  0.32
H -2.79182 -0.44044 -2.43755  -0.14
H -3.90969 -0.32062 -1.06059  0.38
C -0.42836 -2.27959 -2.41416  -1.05
H 0.67222 -2.24172 -2.43821  0.25
H -0.80523 -1.49330 -3.08561  0.02
H -0.73468 -3.24782 -2.86163  0.28
C -2.36991 2.47932 5.34948  -0.17
H -2.57117 2.26562 6.43131  0.34
C -1.40166 3.41838 4.96302  -0.51
H -0.90454 4.01905 5.72451  0.33
C -1.09130 3.57396 3.60289  -0.63
H -0.44662 4.39439 3.23191  0.36
C -1.67686 2.68647 2.71219  -0.19
H -1.45013 2.68627 1.64042  0.53
C -2.77762 1.82464 3.11042  0.43
C -3.32292 0.89517 2.27453  -0.77
H -3.11180 1.11389 1.20645  0.10
C 0.27111 1.86968 -2.06011  -0.44
C -1.48719 3.16841 -2.11907  -1.09
H -2.43770 3.43501 -1.69391  0.41
C -1.17982 2.92915 -3.42870  -0.14
H -1.60375 3.42356 -4.27642  0.58
N -0.08246 2.05137 -3.38227  0.30
C 0.42527 1.21805 -4.37011  0.16
C -0.39274 0.82987 -5.44941  1.19
C 0.14101 -0.10713 -6.32906  -1.06
H -0.43524 -0.38434 -7.21458  0.30
C 1.37492 -0.71035 -6.08076  0.87
C 1.97018 -1.61682 -7.11297  -1.49
H 2.61457 -2.37550 -6.64366  0.37
H 2.58495 -1.03919 -7.82689  0.28
H 1.16737 -2.10975 -7.68240  0.35
C 2.06790 -0.44348 -4.89422  -0.85
H 2.98391 -0.99033 -4.65438  0.32
C 1.60974 0.52585 -4.01089  0.97
C 2.31113 0.71558 -2.70534  -1.49
H 2.17222 1.70027 -2.21304  0.51
H 3.38868 0.58489 -2.87672  0.58
H 2.06016 -0.07527 -1.97300  -0.01
C -1.81880 1.22721 -5.57392  -1.42
H -1.99177 2.29579 -5.47882  0.33
H -2.47006 0.70404 -4.86035  0.13
H -2.17211 0.97988 -6.57563  0.43
O 0.91292 0.21692 1.34057  -0.36
C 1.65292 0.19566 2.41905  -0.12
C 1.07539 0.48581 3.75546  0.36
C 1.44157 -0.51454 4.86373  -0.62
C 2.84162 -0.41126 5.46589  -0.80
C 3.98203 -0.62800 4.48216  -0.57
C 3.97155 0.33142 3.30148  -0.82
N 2.95510 0.02334 2.26652  0.00
H 1.39444 1.50996 4.01480  0.67
H -0.01800 0.51748 3.63974  -0.49
H 0.72498 -0.36609 5.68305  0.29
H 1.27827 -1.54030 4.50888  0.21
H 2.96731 0.55695 5.97324  0.33
H 2.92243 -1.17849 6.24856  0.38
H 4.92849 -0.47349 5.01821  0.33
H 4.00043 -1.66490 4.12586  0.32
H 3.82686 1.35755 3.66955  0.32
H 4.93858 0.29100 2.79776  0.45
H 3.26365 -0.12491 1.30265  0.40

# 2
This record from OMol25 describes a molecular structure, C5H5IOS. The level of theory is wB97M-V/def2-TZVPD.

Properties
* total charge: 0
* 2S+1: 1
* LUMO energy: 0.00944 Eh
* relative energy (zero: lowest compared OMol25 entry of this formula, charge and spin): 23.1 kcal/mol
* F_max: 0.150 Eh/bohr

Last column: natural (NBO) charge in e.
Cartesian coordinates (Å):
C 0.06077 1.67680 -0.20829  -0.44
C 0.49364 0.35337 -0.13650  -0.14
C -0.55491 -0.57866 -0.04849  0.35
C -1.95762 0.23042 -0.39757  -0.62
C 1.88565 -0.23167 0.09484  -0.63
O -0.56409 -1.90112 -0.02363  -0.68
S -1.58870 1.91936 -0.28603  0.54
I -3.80870 -0.45259 0.21553  0.18
H 0.83400 2.51953 -0.22889  0.25
H 1.77169 -1.04392 0.76535  0.22
H 2.39759 -0.70430 -0.77103  0.23
H 2.45438 0.55253 0.70663  0.22
H -1.42370 -2.33974 0.31806  0.51

# 3
This record from OMol25 describes a molecular structure, C20H29IInN5O4S2. The level of theory is wB97M-V/def2-TZVPD.

Properties
* total charge: 0
* 2S+1: 1
* LUMO energy: -0.01078 Eh
* relative energy (zero: lowest compared OMol25 entry of this formula, charge and spin): 10.9 kcal/mol
* F_max: 0.007 Eh/bohr

Last column: natural (NBO) charge in e.
Cartesian coordinates (Å):
In -0.32888 -0.43013 0.43122  1.59
C 1.62059 0.49316 -1.79440  0.00
C 1.26875 -0.77248 -1.09985  -0.44
C 0.53606 -1.56140 -2.13620  -0.03
C 0.45989 -0.83155 -3.27230  -0.05
C 1.17133 0.43438 -3.06813  -0.06
C 1.39265 1.48977 -4.11504  -0.65
C -0.22798 -1.25232 -4.54023  -0.65
C 0.07577 -2.97244 -1.94566  -0.64
C 2.49794 -1.46566 -0.52395  -0.60
C 2.54574 1.52297 -1.23083  -0.65
H 1.06583 2.47281 -3.76685  0.21
H 0.85548 1.27291 -5.03803  0.21
H 2.44972 1.57823 -4.37401  0.22
H -1.27691 -1.49874 -4.36360  0.22
H 0.24172 -2.13581 -4.97734  0.22
H -0.20243 -0.47044 -5.29809  0.21
H -0.59333 -3.09343 -1.09116  0.22
H 0.92450 -3.64101 -1.77695  0.22
H -0.45672 -3.33024 -2.82607  0.22
H 2.27481 -2.46381 -0.15686  0.22
H 2.94822 -0.90317 0.29256  0.23
H 3.23597 -1.54966 -1.33071  0.20
H 2.27375 1.81572 -0.21939  0.24
H 2.55801 2.41808 -1.85300  0.21
H 3.56933 1.13676 -1.19282  0.21
N -2.82025 -2.19767 3.70503  -0.79
C -2.43476 -1.54868 2.58525  0.31
S -1.54504 -2.47227 1.41036  -0.32
N -2.84780 -0.30958 2.46977  -0.43
N -2.42094 0.27735 1.32211  -0.27
C -3.02171 1.33520 0.95095  0.05
C -2.69111 1.94612 -0.33502  0.16
C -3.32705 3.12022 -0.71752  -0.23
C -3.09950 3.62143 -1.98686  -0.15
C -2.26831 2.90956 -2.83253  -0.26
C -1.67398 1.74760 -2.35917  0.08
N -1.85148 1.27417 -1.12993  -0.43
H -2.43503 -3.10034 3.91196  0.40
H -3.23363 -1.65375 4.44275  0.40
H -3.83299 1.74374 1.54903  0.20
H -3.99483 3.61616 -0.02618  0.22
H -3.57699 4.53591 -2.31299  0.22
H -2.07654 3.23423 -3.84524  0.23
H -1.03090 1.16280 -2.99555  0.22
C 0.19912 2.78970 3.44539  -0.88
S 0.71098 1.45809 2.41462  2.40
O 2.15229 1.35342 2.51324  -0.99
O 0.23050 1.77705 1.04303  -1.02
O -0.00740 0.25174 2.84707  -0.99
H 0.77694 3.66971 3.17734  0.25
H 0.38710 2.50430 4.47693  0.25
H -0.86248 2.95563 3.28214  0.24
N 2.47306 -1.29254 3.86679  -0.81
C 1.76394 -2.20270 3.18188  0.67
O 1.47561 -2.08215 2.00380  -0.63
C 1.36780 -3.49812 3.86189  -0.60
I 0.74159 -3.33909 5.89707  0.06
H 2.62240 -0.39192 3.41928  0.44
H 2.53676 -1.35500 4.86829  0.40
H 2.20364 -4.19415 3.85584  0.25
H 0.53117 -3.90869 3.30688  0.26

# 4
This record from OMol25 describes 2 unconnected molecules or ions with the total composition C19H33F9O9P3S. The level of theory is wB97M-V/def2-TZVPD.

Properties
* total charge: -1
* 2S+1: 1
* LUMO energy: 0.04439 Eh
* F_max: 0.104 Eh/bohr

Last column: Mulliken charge in e.
Cartesian coordinates (Å):
C -3.66153 0.58935 0.09026  -0.09
C -2.75862 1.25243 0.54750  -0.92
C -1.45996 2.10642 0.74433  -0.57
C -0.43138 1.31925 1.66678  0.69
S -0.77221 1.88972 3.42893  -0.30
O 0.94498 1.56289 1.46384  0.06
C 1.50509 1.15026 0.24279  0.73
O 1.55584 2.10428 -0.81588  -0.13
C 1.48405 3.47228 -0.43728  -0.34
C 2.81496 4.11476 0.14845  -0.81
O 2.65628 4.10262 1.59821  -0.22
C 3.55566 5.03213 2.23290  -0.39
C 4.22135 4.32574 3.49646  -1.04
P 3.36726 0.81686 0.64056  0.42
O 4.18429 0.75768 -0.63926  -0.77
C 0.88449 -0.18852 -0.42022  -0.54
C 1.39190 -1.54741 0.19171  0.29
P 1.05293 -1.87728 1.99574  0.83
O 1.73320 -3.19583 2.29004  -0.83
O -0.59244 -2.19507 2.27572  -0.44
O 1.71328 -0.78076 3.06748  -0.51
O 1.40909 -0.15565 -1.79192  -0.32
C 0.40154 -0.53266 -2.73597  0.82
C 1.28053 -0.82837 -4.06140  -0.62
C 2.59310 -0.31544 -4.17462  -0.64
O -0.22660 -1.77454 -2.45791  0.00
C -1.64574 -1.84797 -2.63679  -0.01
C -2.09072 -3.34937 -2.23440  -0.87
C -0.87483 -4.36645 -2.18379  0.22
C -1.40491 -5.81262 -1.69058  -1.10
C -0.52220 0.67623 -3.20404  0.47
F 0.35512 1.75718 -3.43113  -0.30
F -1.09730 0.49374 -4.46531  -0.28
F -1.41859 1.14688 -2.27246  -0.10
H -4.48272 -0.02845 -0.32476  0.41
H -1.80393 3.02125 1.32512  0.81
H -1.04913 2.49523 -0.22477  0.10
H -0.75845 0.23815 1.66637  -0.15
H -2.10193 2.23808 3.46562  0.20
H 0.65177 3.77242 0.25700  0.16
H 1.28526 4.05430 -1.39692  0.43
H 3.75094 3.53499 -0.11794  0.41
H 2.92369 5.19821 -0.18377  0.53
H 4.34632 5.38417 1.51476  0.40
H 2.91004 5.86959 2.64695  0.20
H 3.47388 4.02688 4.28074  0.26
H 4.82770 3.42249 3.20904  0.25
H 4.93506 5.05992 3.99161  0.38
H 3.88266 1.88968 1.44860  -0.13
H 3.56018 -0.37727 1.38592  0.17
H -0.23467 -0.16361 -0.52793  0.41
H 0.87031 -2.41307 -0.33306  -0.85
H 2.49130 -1.76437 0.00830  0.41
H -0.85607 -1.65330 3.05217  0.30
H 1.28793 -0.83391 3.94831  0.36
H 0.75344 -1.42309 -4.87201  0.27
H 3.45111 -0.79742 -3.62715  0.21
H 2.83615 0.60636 -4.78278  0.21
H -2.26391 -1.16873 -1.98428  -0.02
H -1.91514 -1.75898 -3.73864  0.25
H -2.82573 -3.77774 -2.98654  0.32
H -2.58202 -3.29025 -1.22242  0.38
H -0.45009 -4.53496 -3.21188  0.24
H -0.08069 -4.08085 -1.42916  -0.19
H -2.43727 -5.72276 -1.24800  0.33
H -0.73490 -6.16203 -0.84073  0.30
H -1.31873 -6.59649 -2.49577  0.27
F -7.42512 -1.20687 2.06619  -0.34
P -6.06887 -2.02546 2.41349  0.92
F -6.44596 -2.99670 1.17081  -0.35
F -7.00402 -2.98630 3.32161  -0.34
F -5.70764 -0.48434 2.76974  -0.32
F -4.73194 -2.02678 1.48935  -0.23
F -5.10676 -2.44075 3.64805  -0.34